DFT (ωB97M-V with the def2-TZVPD basis set) results for a molecular structure, C42H61BN8RuS7SbSe.

Positions of all 122 atoms, in Å:
Ru (-0.683, 0.748, 0.280)
C (0.918, -5.067, 1.167)
C (-0.144, -4.079, 1.545)
C (-0.897, -4.225, 2.674)
C (-1.816, -3.221, 3.029)
N (-2.090, -2.236, 2.212)
N (-1.422, -2.126, 1.064)
B (-1.949, -0.932, 0.154)
N (-2.090, -1.541, -1.314)
N (-2.343, -2.844, -1.457)
C (-2.435, -3.346, -2.657)
C (-2.342, -2.517, -3.802)
C (-2.125, -1.183, -3.668)
C (-2.001, -0.252, -4.829)
C (-1.952, -0.689, -2.341)
S (-1.572, 0.933, -2.015)
C (-2.599, -4.863, -2.738)
C (-2.742, -5.341, -4.182)
C (-1.356, -5.507, -2.114)
C (-3.829, -5.295, -1.943)
N (-3.411, -0.569, 0.628)
N (-4.301, -1.586, 0.585)
C (-5.513, -1.390, 1.006)
C (-5.932, -0.111, 1.473)
C (-5.065, 0.921, 1.502)
C (-5.448, 2.282, 1.978)
C (-3.717, 0.671, 1.063)
S (-2.570, 1.908, 1.105)
C (-6.499, -2.549, 0.984)
C (-5.823, -3.832, 0.517)
C (-7.642, -2.201, 0.020)
C (-7.064, -2.765, 2.395)
C (-0.381, -2.912, 0.773)
S (0.705, -2.567, -0.574)
C (-2.536, -3.232, 4.364)
C (-1.473, -3.243, 5.471)
C (-3.410, -1.991, 4.517)
C (-3.408, -4.489, 4.453)
H (0.817, -5.972, 1.763)
H (1.891, -4.628, 1.352)
H (0.865, -5.337, 0.113)
H (-0.731, -5.071, 3.327)
H (-2.439, -2.942, -4.790)
H (-2.217, -0.766, -5.765)
H (-0.995, 0.170, -4.871)
H (-2.681, 0.593, -4.716)
H (-1.858, -5.109, -4.778)
H (-3.615, -4.906, -4.670)
H (-2.866, -6.424, -4.188)
H (-0.447, -5.207, -2.638)
H (-1.438, -6.594, -2.157)
H (-1.267, -5.208, -1.070)
H (-4.740, -4.862, -2.362)
H (-3.740, -4.977, -0.908)
H (-3.925, -6.381, -1.970)
H (-6.951, 0.033, 1.803)
H (-6.487, 2.298, 2.301)
H (-5.305, 3.016, 1.184)
H (-4.806, 2.591, 2.803)
H (-5.600, -3.782, -0.545)
H (-6.484, -4.681, 0.693)
H (-4.882, -3.999, 1.041)
H (-7.254, -1.988, -0.977)
H (-8.208, -1.332, 0.359)
H (-8.334, -3.041, -0.054)
H (-6.275, -3.047, 3.090)
H (-7.801, -3.569, 2.375)
H (-7.557, -1.875, 2.786)
H (-0.782, -2.408, 5.353)
H (-0.891, -4.165, 5.464)
H (-1.957, -3.160, 6.445)
H (-2.810, -1.082, 4.491)
H (-3.932, -2.039, 5.475)
H (-4.147, -1.923, 3.720)
H (-2.816, -5.401, 4.373)
H (-4.159, -4.499, 3.661)
H (-3.925, -4.512, 5.413)
S (2.382, -2.356, 2.872)
Sb (2.266, -0.341, 1.897)
S (0.141, 0.710, 2.350)
S (1.130, -0.519, -0.470)
S (4.066, 0.937, 1.505)
C (-1.098, 6.505, -0.489)
C (-0.574, 6.375, -1.916)
C (-1.463, 5.510, -2.808)
C (-1.452, 4.031, -2.435)
N (-0.188, 3.396, -2.795)
C (0.773, 2.982, -1.943)
Se (0.713, 3.058, -0.088)
N (1.752, 2.410, -2.666)
C (3.030, 1.924, -2.146)
C (4.187, 2.821, -2.578)
C (4.103, 4.241, -2.028)
C (4.353, 4.322, -0.526)
C (1.396, 2.407, -4.007)
C (2.013, 1.873, -5.128)
C (1.342, 1.995, -6.334)
C (0.097, 2.628, -6.415)
C (-0.518, 3.158, -5.293)
C (0.159, 3.038, -4.089)
H (-0.532, 7.252, 0.066)
H (-1.017, 5.566, 0.056)
H (-2.146, 6.814, -0.488)
H (0.440, 5.963, -1.904)
H (-0.494, 7.367, -2.368)
H (-1.152, 5.611, -3.852)
H (-2.495, 5.867, -2.753)
H (-2.246, 3.480, -2.945)
H (-1.587, 3.882, -1.362)
H (3.163, 0.899, -2.504)
H (2.947, 1.884, -1.049)
H (4.237, 2.851, -3.669)
H (5.111, 2.346, -2.233)
H (3.125, 4.667, -2.267)
H (4.834, 4.858, -2.557)
H (3.578, 3.812, 0.047)
H (4.387, 5.358, -0.195)
H (5.305, 3.853, -0.266)
H (2.968, 1.373, -5.065)
H (1.790, 1.592, -7.231)
H (-0.396, 2.702, -7.374)
H (-1.485, 3.636, -5.354)

Forces on the atoms, in the same order (eV/Å):
Ru -0.18 0.04 -0.75
C -0.29 0.00 -0.04
C -0.01 0.08 -0.04
C 0.02 0.11 -0.06
C 0.02 0.03 -0.13
N 0.06 -0.08 -0.01
N 0.12 -0.08 0.11
B -0.12 0.03 0.04
N -0.02 0.06 0.01
N 0.06 0.02 0.00
C -0.05 -0.03 -0.01
C -0.02 -0.04 0.04
C 0.02 0.06 0.01
C 0.01 -0.05 0.02
C -0.09 0.02 0.11
S 0.02 -0.39 0.18
C 0.06 0.01 -0.02
C 0.02 -0.02 0.02
C 0.01 0.00 -0.01
C -0.01 0.00 -0.03
N -0.10 0.05 -0.04
N 0.02 0.04 0.05
C 0.08 -0.02 -0.05
C -0.05 -0.09 0.01
C 0.06 0.07 0.00
C 0.02 0.00 -0.01
C 0.05 -0.13 -0.03
S 0.11 -0.11 -0.04
C 0.01 0.01 0.02
C 0.01 0.04 0.02
C -0.01 -0.03 0.03
C 0.00 0.04 -0.05
C -0.08 0.05 -0.04
S -0.09 -0.06 0.02
C 0.01 -0.02 -0.01
C -0.01 -0.03 0.01
C 0.03 0.02 0.06
C 0.00 0.01 0.00
H -0.01 0.00 0.03
H 0.25 0.14 0.03
H -0.02 -0.01 -0.03
H -0.02 -0.03 0.00
H 0.00 -0.02 -0.04
H 0.01 0.00 0.01
H 0.04 0.01 0.00
H -0.04 0.03 0.00
H 0.03 0.01 -0.03
H -0.03 0.01 -0.02
H 0.00 -0.02 0.00
H 0.02 0.01 -0.01
H 0.01 -0.03 0.00
H 0.01 0.02 0.04
H -0.01 0.00 -0.01
H 0.00 0.02 0.06
H 0.00 -0.03 -0.01
H -0.04 0.00 0.01
H -0.03 0.00 0.00
H 0.01 0.03 -0.02
H 0.02 0.01 0.03
H 0.05 0.02 -0.04
H -0.04 -0.02 -0.03
H 0.00 -0.02 0.04
H 0.01 0.00 -0.03
H -0.01 0.03 0.00
H -0.01 -0.01 0.01
H 0.07 -0.02 0.06
H -0.02 -0.02 -0.01
H -0.01 0.02 0.01
H 0.01 0.03 0.00
H 0.02 -0.01 0.00
H -0.01 -0.01 0.03
H 0.01 0.03 -0.01
H 0.00 0.01 0.02
H -0.09 0.01 -0.08
H 0.01 -0.03 -0.01
H -0.02 0.00 -0.02
H -0.01 0.00 0.03
S 0.00 0.02 -0.01
Sb 0.01 0.16 -0.16
S 0.21 -0.17 0.63
S 0.06 -0.17 0.16
S -0.15 -0.02 0.04
C 0.00 0.01 -0.05
C -0.01 0.02 -0.01
C 0.04 -0.02 0.03
C 0.00 0.08 -0.04
N -0.09 0.24 -0.09
C -0.04 0.06 0.08
Se -0.11 0.13 -0.01
N 0.23 -0.14 -0.05
C 0.06 -0.10 0.25
C -0.01 -0.07 0.06
C 0.06 0.00 0.03
C 0.02 -0.09 0.02
C -0.01 -0.02 0.03
C -0.02 0.01 0.01
C -0.06 0.03 0.02
C 0.06 -0.01 0.03
C 0.03 0.01 0.00
C -0.03 0.00 0.07
H 0.03 0.01 0.02
H -0.01 -0.04 0.01
H -0.02 0.03 -0.01
H 0.01 0.00 0.02
H 0.00 0.00 -0.01
H -0.01 0.01 -0.01
H -0.01 -0.01 0.02
H 0.06 0.07 0.00
H -0.01 -0.01 -0.04
H 0.00 0.08 0.03
H 0.02 -0.02 -0.35
H 0.00 -0.01 -0.06
H -0.05 0.01 -0.01
H -0.07 0.04 -0.01
H 0.02 0.00 0.00
H 0.01 0.00 -0.02
H -0.01 0.07 0.03
H 0.00 0.03 -0.02
H 0.05 -0.02 0.01
H 0.02 -0.02 -0.04
H -0.02 0.00 -0.05
H -0.05 0.03 0.00

Results
* HOMO energy (spin up / spin down): -6.95 / -7.13 eV
* 2S+1: 2
* orbital gap (spin up / spin down): 6.44 / 6.47 eV
* energy above the lowest of the compared OMol25 structures with the same formula, charge and spin: 0.0 kcal/mol
* total charge: 0

***

DFT (ωB97M-V with the def2-TZVPD basis set) results for C4H5NO in the gas phase at a distorted geometry.

Positions of all 11 atoms, in Å:
C (-0.619, -0.797, 0.583)
C (-0.778, -0.013, -0.470)
C (0.633, -1.008, 1.322)
C (0.402, 0.697, -0.880)
N (1.816, -0.589, 1.250)
O (0.429, 1.650, -1.775)
H (-1.467, -1.252, 1.118)
H (-1.769, 0.207, -0.923)
H (0.547, -1.854, 2.035)
H (1.388, 0.323, -0.277)
H (1.325, 2.102, -1.830)

Forces on the atoms, in the same order (eV/Å):
C 0.73 -1.51 3.33
C 0.53 3.49 -3.46
C -0.08 -1.90 0.79
C 0.41 -2.01 1.76
N -0.02 1.13 -1.15
O 1.01 0.96 -0.34
H 0.27 0.06 -0.70
H 0.83 -0.20 0.28
H -0.66 0.11 0.22
H -1.53 0.92 -0.91
H -1.50 -1.05 0.19

Results
* HOMO energy (spin up / spin down): -7.11 / -6.87 eV
* orbital gap (spin up / spin down): 6.09 / 5.71 eV
* energy above the lowest of the compared OMol25 structures with the same formula, charge and spin: 116.9 kcal/mol
* total charge: 0

***

DFT (ωB97M-V with the def2-TZVPD basis set) results for 2 unconnected molecules or ions with the total composition C2H2N2O3S at a distorted geometry.

Positions of all 10 atoms, in Å:
C (-1.093, 1.092, -1.593)
C (-1.073, -2.414, 0.633)
N (0.035, 0.917, -1.244)
N (1.561, 1.233, 0.792)
O (-2.093, 1.402, -2.090)
O (-1.671, -2.335, -0.339)
O (-0.487, -2.495, 1.613)
S (1.070, 0.041, -0.276)
H (1.201, 1.130, 1.729)
H (2.549, 1.429, 0.776)

Forces on the atoms, in the same order (eV/Å):
C 0.45 0.19 -0.24
C 0.07 0.05 0.16
N 0.51 -0.09 0.06
N -0.01 -0.41 0.03
O -1.05 0.03 -0.16
O -0.89 0.14 -1.55
O 0.84 -0.18 1.43
S 0.09 0.22 0.37
H -0.03 0.00 0.00
H 0.02 0.05 -0.11

Results
* HOMO energy: -9.01 eV
* orbital gap: 9.37 eV
* energy above the lowest of the compared OMol25 structures with the same formula, charge and spin: 0.0 kcal/mol
* SMILES: NSN=C=O.O=C=O
* total charge: 0

***

| no. | M (g/mol) |
| --- | --- |
| 1 | 1215.1 |
| 2 | 83.1 |
| 3 | 134.1 |